Entry from the Open Molecules 2025 dataset: one molecule with the formula C3H4N2O2 (the ωB97M-V functional and the def2-TZVPD basis).

The geometry in XYZ format:
```
11
C3H4N2O2, DFT the ωB97M-V functional and the def2-TZVPD basis
H 2.897 -0.216 0.590
O -2.442 0.130 0.139
C -1.519 1.005 -0.083
N -1.929 -0.975 -0.108
O 0.929 0.870 -0.223
H 1.694 -0.763 -0.812
H 1.172 -1.089 0.949
C 1.806 -0.425 0.077
N -0.584 -0.919 -0.351
H -1.745 2.002 -0.101
C -0.278 0.380 -0.078
```

Calculated values
SMILES = COc1conn1

=====

Entry from the Open Molecules 2025 dataset: a 5-piece molecular cluster, C24H36F12N2O11P overall (the ωB97M-V functional and the def2-TZVPD basis).

The geometry in XYZ format:
```
86
C24H36F12N2O11P, DFT the ωB97M-V functional and the def2-TZVPD basis
O -1.524 0.913 0.122
H 1.278 -6.782 2.224
F 1.169 0.280 -0.361
H -3.711 -5.581 0.212
C -3.106 -4.299 2.126
C 4.296 9.550 -1.599
H 0.265 -1.419 1.265
O -0.196 7.889 -2.806
C -2.488 3.353 -0.522
F -2.524 7.751 -4.188
F 5.113 10.598 -1.910
H -4.748 -10.212 -4.494
F 3.068 10.088 -1.350
C 5.730 8.900 1.773
O 4.809 7.502 -0.347
H 0.999 -5.709 5.298
H 5.654 9.628 2.587
H -3.206 2.537 -0.663
O -1.422 7.598 -0.888
N 0.164 -3.686 1.160
H 7.569 8.053 2.533
H -3.223 -9.329 -4.281
C -1.360 7.885 -2.081
H -4.196 -6.290 1.911
C 4.814 8.728 -0.420
C -4.090 -10.072 -2.439
H 0.250 -6.327 0.109
O -2.545 -7.891 -2.051
H 0.555 -3.615 -1.135
F -2.543 9.674 -3.160
H 2.092 5.747 -1.553
C -0.482 -2.313 1.006
H -4.701 -10.922 -2.118
H -0.750 -2.153 -0.145
C -1.926 -2.177 1.823
O -3.119 -4.381 3.459
C 0.605 -4.151 -0.085
F -0.238 -10.297 -1.044
H 7.280 7.731 0.810
H -1.747 -2.215 2.978
H 1.113 5.591 -3.033
F 1.491 2.390 -0.800
H 5.091 8.051 2.040
C -2.510 3.878 0.901
H -2.390 -6.454 1.390
C 0.365 -4.534 2.398
F 4.167 8.820 -2.743
P 0.966 -3.717 4.028
H 1.889 -4.473 6.004
C -2.537 8.326 -2.951
H 1.005 7.981 -1.090
H -2.773 4.153 -1.213
C -3.318 -5.745 1.314
C 0.996 7.532 -2.090
H -3.234 -11.082 -4.147
C 1.481 -5.659 1.878
O -2.976 -3.075 1.320
C 1.214 -5.645 0.256
H -2.251 3.090 1.615
O -2.864 -10.135 -1.695
C 0.619 1.357 -0.989
H -2.301 -1.068 1.588
H -0.503 -5.228 2.779
H -3.500 4.266 1.156
H 1.991 -6.134 -0.469
H -4.652 -9.163 -2.197
F 0.648 1.077 -2.323
C 7.178 8.478 1.604
C -2.172 -8.958 -1.570
C 1.146 6.024 -2.028
O -0.410 -3.173 5.008
O 5.255 9.550 0.585
H 0.327 5.570 -1.460
H -1.772 4.678 1.028
F -1.209 -9.257 0.609
C -3.813 -10.180 -3.927
H 1.839 7.961 -2.643
H -0.970 -4.007 5.090
O -1.161 2.942 -0.885
C -0.918 -9.159 -0.720
H 2.614 -5.366 1.968
H 7.798 9.334 1.317
N 1.738 -4.980 5.083
F -3.748 8.020 -2.406
C -0.793 1.679 -0.499
F -0.023 -8.138 -0.839
```

Calculated values
charge = +1

=====

Entry from the Open Molecules 2025 dataset: a 2-piece molecular cluster, C4H8OS overall (the ωB97M-V functional and the def2-TZVPD basis).

The geometry in XYZ format:
```
14
C4H8OS, DFT the ωB97M-V functional and the def2-TZVPD basis
S 0.650 -0.665 -0.036
H -0.915 0.720 -1.265
H 1.654 1.396 0.207
H -1.748 -1.031 1.039
H -1.939 -1.536 -0.706
H -0.714 1.245 0.526
O -2.973 0.254 -0.153
H 3.509 -1.304 -0.324
H 3.821 0.857 -0.121
C -1.873 -0.623 0.003
C 1.947 0.394 0.211
C 3.277 -0.071 -0.109
C -0.767 0.449 -0.223
H -3.927 -0.085 0.950
```

=====

Entry from the Open Molecules 2025 dataset: a 13-piece molecular cluster, C72H108B4F16N18 overall (the ωB97M-V functional and the def2-TZVPD basis).

The geometry in XYZ format:
```
218
C72H108B4F16N18, DFT the ωB97M-V functional and the def2-TZVPD basis
B 1.219 -2.457 2.944
C 3.957 -0.811 5.782
H -4.151 -9.522 -11.163
C -2.447 -7.010 -11.654
C 6.470 0.938 8.067
H -4.941 -4.545 15.864
C -1.727 -6.637 -9.604
H -1.551 -4.565 5.605
C -7.239 5.314 -5.374
H -2.722 -4.451 14.223
H -9.621 -2.950 -3.194
H 3.571 -2.671 3.878
C 4.497 -0.147 6.888
N -1.962 -6.047 -10.796
H 6.978 3.253 12.205
H 3.888 10.851 -11.502
C -3.550 -3.408 0.631
C 2.598 0.636 -2.583
B 4.879 1.341 1.084
H -9.824 -2.625 0.970
H -0.578 -0.956 1.263
C 1.933 1.700 -1.678
H 3.540 11.348 -9.920
F -5.126 -2.527 4.800
C -4.060 -3.910 8.785
H -7.137 -2.978 -3.146
C 5.871 0.210 6.883
C 6.630 -0.038 5.745
H -2.140 -6.995 7.769
H -6.286 -4.113 10.858
C -1.637 -4.635 -11.267
H -6.689 5.822 -6.128
C -2.126 -7.937 -9.657
H -6.605 -3.560 13.162
H 6.227 6.059 -1.351
C -3.160 -4.755 12.168
H -2.166 -5.101 11.938
H 3.876 0.013 7.775
H -5.545 -3.608 1.284
F -3.491 -3.772 3.509
H 5.744 9.205 -10.781
C -4.578 -2.632 -1.791
C -1.290 -3.422 -0.319
N 3.890 5.924 1.452
H 3.535 6.728 -2.663
H -6.295 6.392 -0.919
H 1.179 6.866 -9.494
F 4.243 0.391 0.164
H -1.059 -4.384 -0.660
B -3.823 -2.550 4.211
C -3.119 -9.356 -11.572
H 3.590 7.926 2.125
C -3.477 -4.438 13.455
H -3.731 -3.326 6.699
N 3.841 8.525 -10.368
C -2.644 -6.122 8.117
H -2.472 -10.191 -11.401
H -6.944 4.293 -5.342
C -8.060 8.456 -1.687
H 2.052 -0.227 0.303
H -9.358 7.060 -0.823
H -7.343 -2.454 1.125
H 9.697 -3.491 0.270
C 4.182 -1.827 3.531
N -2.581 -8.136 -10.979
F -2.643 2.012 -3.139
H -3.072 -3.725 1.552
H 2.868 -0.270 -2.038
H 3.428 8.509 -0.558
C -3.232 -2.789 -1.567
C 7.939 -1.813 -1.927
H -8.273 5.367 -5.778
C -5.448 -4.225 11.529
H -1.985 -4.599 -12.281
C -5.515 -2.972 -0.791
C 2.907 8.309 -9.410
C -7.008 -2.892 -0.964
C -7.665 7.123 -3.708
N -2.875 -5.140 7.230
H -2.798 -6.754 10.083
H 7.344 -1.041 -2.390
F 1.578 -2.581 4.383
C -0.098 -4.511 -11.311
N 4.719 -1.080 4.708
N -9.770 -2.865 -1.137
C -0.461 1.385 -1.037
H 4.030 7.664 -12.454
H 6.206 -2.989 -1.640
C 8.236 1.611 9.607
H 3.075 8.563 -8.418
C -9.170 -2.733 0.070
C 1.990 7.423 -9.913
H -2.531 -2.543 -2.358
C 3.992 5.373 0.265
F 1.272 -1.076 2.650
H 4.816 5.663 3.235
F 4.113 2.597 0.879
N 2.415 7.117 -11.190
C -3.537 -3.999 7.520
N -7.115 5.933 -4.057
H 2.699 2.122 -1.020
H 8.489 -2.367 -2.697
H 8.637 0.708 7.865
C 5.675 6.667 -2.046
F 4.598 0.971 2.485
H 2.381 6.023 -12.983
N 8.179 -6.170 -0.915
H 7.655 0.271 5.633
H 9.271 1.632 9.913
H 7.950 1.844 12.499
H 3.542 1.064 -2.870
C -2.643 0.721 -0.187
H -4.854 -2.148 -2.694
C -0.190 -0.242 0.501
C 6.051 2.182 10.067
H 6.796 -2.267 -0.224
H -6.031 -3.356 15.267
N -4.706 -4.074 13.838
H -3.097 0.010 -0.836
H 6.100 6.715 -2.997
H -2.927 1.722 -0.451
F -4.470 1.278 -4.623
C -4.999 -3.682 15.239
F -3.851 -1.466 3.290
H -8.273 7.712 -4.369
H 5.082 -2.122 2.989
H -0.928 2.170 -1.650
C -6.730 6.341 -1.879
H -9.934 8.692 -0.581
H 10.066 -6.143 0.110
H 8.719 -1.169 -1.399
N 7.332 2.124 10.435
C -9.448 8.039 -1.261
H 0.785 6.603 -12.382
H 5.153 11.687 -10.486
C -3.068 -5.960 9.399
H 4.443 4.206 2.385
H 9.081 -7.937 -1.411
H -0.939 -3.256 0.717
C -2.357 -5.227 5.839
C 7.747 2.608 11.779
H 7.369 -7.826 -1.956
B -3.924 1.305 -3.347
H 1.466 2.414 -2.290
C -4.131 -4.585 11.172
H -8.049 9.408 -2.258
H -3.158 -4.963 5.132
C -3.798 -4.817 9.781
C 8.072 -7.606 -1.157
F 2.259 -3.148 2.186
C 7.360 -5.186 -1.282
N 7.808 -4.044 -0.799
H 4.235 4.335 0.075
H 0.284 -4.652 -10.318
C -7.694 -2.965 -2.225
H -2.778 -6.881 -12.741
F 6.259 1.535 0.845
H -1.419 -6.056 -8.769
H 2.020 0.325 -3.490
H 6.467 -5.300 -1.901
H 0.219 -5.350 -11.947
N -2.757 -3.185 -0.410
H -10.160 7.763 -2.076
H -4.661 -3.009 8.969
H -6.002 4.485 -2.888
H 5.817 7.679 -1.746
H 4.588 1.868 8.637
H -3.103 -9.144 -12.642
C -4.945 -3.363 0.455
C 3.509 7.796 -11.476
H 3.127 5.127 3.192
H 8.626 3.190 11.681
H -11.560 -3.707 -1.927
N -7.393 7.391 -2.450
H -2.169 -8.750 -8.979
N 0.869 1.118 -0.885
F -0.107 -3.111 2.704
H 7.762 -8.155 -0.227
C 1.049 0.123 0.056
C 7.822 1.022 8.417
H -2.218 -3.933 -10.650
C 4.362 10.928 -10.528
H 3.600 -1.120 2.911
C 4.891 9.514 -10.211
C 9.014 -4.207 -0.144
C -9.053 -2.904 -2.259
H -0.900 -2.764 -1.073
C -11.259 -2.880 -1.265
H 0.188 -3.538 -11.650
H -7.511 8.661 -0.774
H -4.386 -2.805 15.526
H -2.055 -6.256 5.845
H -11.601 -1.938 -1.645
C 5.624 1.692 8.876
H -11.639 -3.054 -0.234
H 4.274 5.160 -2.329
H 5.336 2.595 10.778
H 5.218 9.330 -9.167
H 2.910 -1.241 5.712
N -1.104 0.550 -0.210
F -3.618 -0.182 -3.006
C -5.644 -3.981 12.885
H 1.630 5.228 -11.642
C 4.221 6.186 -2.027
C 6.008 -0.708 4.718
H 6.559 -0.988 3.839
C 3.723 7.266 1.290
C 4.050 5.181 2.641
C 3.687 7.547 -0.014
F -4.756 1.887 -2.343
C 9.226 -5.569 -0.174
N 3.848 6.344 -0.622
C 7.119 -2.774 -1.093
F -2.928 -2.350 5.286
H -2.990 0.539 0.840
C 1.777 6.215 -12.084
C -6.538 5.420 -2.924
C -7.787 -2.682 0.158
```

Calculated values
charge = +8

=====

Entry from the Open Molecules 2025 dataset: C26H44BFLuN5O5Si2 as an isolated structure (the ωB97M-V functional and the def2-TZVPD basis).

The geometry in XYZ format:
```
85
C26H44BFLuN5O5Si2, DFT the ωB97M-V functional and the def2-TZVPD basis
H -4.076 -0.633 4.961
C 1.932 3.451 -3.392
H -2.976 0.677 6.894
C -2.389 2.184 -5.644
H 3.909 1.466 4.570
C -3.059 -0.407 -4.211
H -1.110 -2.141 6.030
H 3.863 4.586 -3.749
H -1.242 0.971 6.761
C -1.109 1.117 1.984
O -0.043 -1.887 1.068
H 2.406 1.273 5.433
H 4.071 0.973 2.305
O 4.578 0.930 -0.004
H 2.657 -0.543 -6.123
N -2.003 -0.269 5.282
Lu 0.751 0.649 -2.128
H -0.755 -0.961 8.038
C 2.993 1.060 2.223
C 2.226 -1.174 -5.340
C 2.455 1.176 0.983
C 3.375 0.907 -0.195
H 3.897 -0.676 5.890
C -1.236 0.343 4.259
H -3.393 2.580 -5.465
F -3.191 0.646 2.972
H 0.221 -3.439 -4.762
C -3.145 -2.276 6.020
C -0.182 -1.003 -7.134
H -3.046 -0.984 -5.140
H -3.922 -2.133 6.767
H -2.494 -1.072 8.373
H 2.177 5.411 -4.482
H -3.118 2.340 -2.530
H -4.077 -0.037 -4.059
Si 0.345 -0.995 -5.331
C 0.076 -1.663 -0.135
H 1.784 -2.403 -2.874
N 1.631 -1.850 -2.040
C -2.015 0.217 6.637
N 1.260 2.756 -2.753
N 2.287 0.995 3.379
H 2.554 -2.201 -5.533
C 0.879 -2.606 -1.028
H -1.272 -0.936 -7.213
C -1.844 0.727 3.061
H -0.549 -2.454 -3.498
H 1.506 -3.253 -0.415
B 2.808 4.386 -4.313
H 2.542 -1.577 -1.685
C -2.098 1.963 -2.643
H 0.447 1.331 -4.832
C 1.049 1.428 0.885
H -3.251 -3.263 5.577
H -1.566 1.314 1.024
N -1.833 -2.229 6.753
H 2.496 -1.235 4.956
H 2.676 -0.847 -4.399
H 0.139 -1.915 -7.647
H -1.387 -2.764 -5.011
H -2.392 1.665 -6.607
H -1.699 3.028 -5.726
C 3.016 0.847 4.638
H 0.242 -0.147 -7.666
C -0.116 0.491 -4.395
H 4.047 -0.992 4.160
C 3.384 -0.600 4.931
C 0.131 0.481 4.400
C -0.406 -2.560 -4.576
H -1.662 -3.068 7.303
H 0.145 -3.228 -1.543
O 2.773 0.540 -1.271
H -2.953 -1.564 3.970
C -1.745 -0.981 7.589
H -1.925 1.304 -1.778
H 0.602 0.148 5.316
C -3.110 -1.144 4.960
H -2.819 -1.090 -3.391
H 2.960 3.776 -5.354
O 0.450 1.745 -0.152
C 0.276 1.209 2.107
C 0.904 0.935 3.322
O -0.445 -0.673 -0.775
Si -1.850 1.030 -4.273
H -1.420 2.819 -2.566
```

=====

Entry from the Open Molecules 2025 dataset: a 2-piece molecular cluster, C3H10NO2 overall (the ωB97M-V functional and the def2-TZVPD basis).

The geometry in XYZ format:
```
16
C3H10NO2, DFT the ωB97M-V functional and the def2-TZVPD basis
C 1.999 0.833 0.310
H -3.413 -0.318 -0.572
H -2.512 1.213 -0.857
H 3.504 0.025 -0.522
N -1.439 -0.294 0.162
C -0.937 -1.413 -0.675
H -1.427 -0.530 1.194
H -1.455 -2.281 -0.242
H -0.983 -1.285 -1.759
H 0.061 -1.630 -0.330
O 2.654 -0.267 -0.128
H -3.256 0.897 0.735
C -2.749 0.413 -0.119
O 0.805 0.858 0.580
H -0.656 0.517 0.163
H 2.654 1.720 0.337
```

Calculated values
charge = +1

=====

Entry from the Open Molecules 2025 dataset: C23H38O as an isolated structure (the ωB97M-V functional and the def2-TZVPD basis).

The geometry in XYZ format:
```
62
C23H38O, DFT the ωB97M-V functional and the def2-TZVPD basis
H 1.238 3.481 -0.593
C -0.422 -1.035 -0.235
H 2.715 3.809 1.652
C -0.832 0.919 -3.065
C 2.375 0.276 1.812
H -0.856 -1.286 -3.544
H -3.257 -1.568 2.987
H 3.071 0.382 2.835
H 1.086 1.713 -2.101
C -4.040 -0.600 0.235
C 1.979 1.740 1.710
O -6.003 -1.196 1.186
C 3.344 -1.656 0.685
H -2.943 -2.338 0.471
H 3.952 2.461 2.050
C 3.137 2.675 1.639
C 3.095 -0.306 0.888
H -0.160 1.334 1.914
H 2.831 -1.579 -1.820
H 3.531 -2.164 1.957
H -3.292 0.207 0.643
H -0.031 4.457 -0.570
H -0.458 1.095 -3.912
C 0.002 1.542 -2.112
H -0.854 -1.179 0.610
H 1.421 -0.224 2.289
H -4.659 -0.249 -0.664
H -4.243 -2.553 -0.770
C -4.302 -1.028 2.833
C 3.496 -4.418 0.405
H -0.909 3.297 1.457
H 0.447 -1.911 -0.108
C 3.038 -2.485 -1.493
C 0.143 3.310 1.188
H -2.464 1.783 -1.035
H 4.179 0.322 0.637
H 3.861 -3.079 -2.038
C -2.166 2.935 -1.227
C 3.366 -2.773 0.012
H 3.705 -4.375 1.544
C 0.255 3.582 -0.541
C -3.488 -1.907 -0.300
H 0.480 -0.683 -2.545
H -3.005 -1.295 -2.250
H -2.329 3.276 -2.010
H -2.162 3.428 -0.311
C -0.555 2.739 -1.189
C -2.640 -1.561 -1.333
H 0.113 -0.194 -0.009
H 0.641 4.118 1.635
H 4.252 -4.690 -0.025
H 3.580 2.516 0.506
H -4.956 -1.519 3.562
C 0.829 2.130 1.428
H 2.642 -4.660 0.117
C -0.580 -0.652 -2.770
H 2.190 -3.137 -1.736
C -1.287 -1.083 -1.557
H 2.615 -0.157 -0.367
C -4.855 -0.996 1.387
H -4.091 -0.080 2.987
H -1.768 1.086 -3.030
```

=====

The records above yield LUMO level values of 0.031, -0.164, -0.022, -0.455, -0.067, -0.107, 0.024 Eh, respectively.
The records above yield Kohn-Sham gap values of 10.170, 7.530, 7.212, 7.616, 5.036, 12.735, 7.921 eV, respectively.